No. 1
{
  "formula": "C22H34N2O3",
  "method": "ωB97M-V/def2-TZVPD",
  "species": ["C", "O", "C", "C", "C", "C", "C", "O", "N", "C", "C", "C", "C", "C", "C", "C", "C", "O", "C", "C", "C", "N", "C", "C", "C", "C", "C", "H", "H", "H", "H", "H", "H", "H", "H", "H", "H", "H", "H", "H", "H", "H", "H", "H", "H", "H", "H", "H", "H", "H", "H", "H", "H", "H", "H", "H", "H", "H", "H", "H", "H"],
  "positions_angstrom": [[3.705, 2.722, 3.193], [2.726, 2.402, 2.238], [1.798, 1.455, 2.556], [1.762, 0.741, 3.740], [0.775, -0.211, 3.964], [-0.184, -0.452, 3.000], [-1.294, -1.434, 3.226], [-2.389, -1.085, 3.627], [-1.003, -2.729, 2.956], [0.250, -3.183, 2.403], [0.240, -3.268, 0.874], [-0.934, -4.070, 0.312], [-2.283, -3.377, 0.525], [-2.986, -3.736, 1.836], [-2.064, -3.708, 3.065], [-0.167, 0.272, 1.810], [0.811, 1.221, 1.569], [0.923, 1.984, 0.453], [-0.008, 1.841, -0.609], [0.088, 3.106, -1.459], [-0.834, 2.992, -2.683], [-0.631, 1.808, -3.484], [0.286, 1.869, -4.609], [-0.372, 2.652, -5.751], [1.682, 2.440, -4.328], [-0.655, 0.609, -2.684], [0.305, 0.626, -1.486], [3.258, 3.100, 4.119], [4.343, 1.862, 3.424], [4.310, 3.506, 2.740], [2.501, 0.915, 4.506], [0.759, -0.756, 4.896], [0.461, -4.174, 2.820], [1.046, -2.504, 2.718], [0.206, -2.255, 0.466], [1.180, -3.722, 0.554], [-0.952, -5.067, 0.757], [-0.768, -4.195, -0.761], [-2.958, -3.635, -0.294], [-2.132, -2.296, 0.487], [-3.424, -4.734, 1.760], [-3.799, -3.024, 1.988], [-2.656, -3.460, 3.950], [-1.600, -4.685, 3.218], [-0.946, 0.086, 1.088], [-1.029, 1.758, -0.208], [1.127, 3.237, -1.758], [-0.201, 3.970, -0.859], [-0.719, 3.873, -3.313], [-1.873, 2.969, -2.327], [0.407, 0.834, -4.948], [-0.431, 3.711, -5.516], [0.205, 2.537, -6.664], [-1.379, 2.280, -5.920], [1.623, 3.488, -4.046], [2.183, 1.889, -3.537], [2.288, 2.366, -5.228], [-0.440, -0.250, -3.322], [-1.678, 0.494, -2.300], [0.201, -0.300, -0.918], [1.340, 0.696, -1.824]],
  "forces_ev_per_angstrom": [[0.166, 0.032, 0.175], [-0.382, -0.208, -0.172], [0.026, 0.098, -0.182], [0.148, 0.168, -0.073], [-0.261, -0.126, -0.141], [0.086, 0.275, 0.223], [0.303, -0.017, 0.052], [-0.316, 0.138, -0.010], [-0.063, -0.143, 0.206], [0.508, 0.076, -0.441], [-0.035, -0.274, 0.256], [0.046, 0.317, -0.132], [-0.091, -0.284, 0.072], [0.078, 0.168, 0.007], [-0.438, -0.022, 0.078], [0.019, 0.091, -0.084], [0.199, 0.043, 0.084], [0.088, 0.049, 0.225], [-0.040, -0.058, -0.467], [-0.182, -0.220, 0.148], [0.057, 0.069, 0.108], [-0.049, -0.150, 0.052], [-0.028, 0.185, -0.289], [0.147, -0.292, 0.111], [-0.207, -0.279, -0.033], [0.106, -0.103, 0.134], [-0.219, 0.114, 0.148], [0.014, -0.029, -0.032], [-0.038, 0.033, 0.002], [-0.012, -0.055, 0.074], [0.095, 0.064, 0.032], [0.003, -0.063, 0.095], [0.011, 0.088, 0.023], [-0.056, -0.184, 0.006], [0.036, 0.050, -0.039], [0.076, 0.051, -0.020], [0.016, -0.151, -0.032], [0.003, -0.094, 0.025], [-0.011, 0.092, -0.014], [-0.028, 0.078, -0.074], [-0.058, -0.019, 0.001], [-0.067, -0.070, 0.044], [0.081, -0.132, -0.064], [0.021, 0.076, 0.009], [-0.049, 0.014, -0.134], [0.085, 0.007, 0.003], [0.068, 0.016, -0.019], [0.016, 0.043, 0.037], [-0.086, 0.055, 0.020], [0.014, 0.142, -0.009], [-0.021, 0.080, 0.046], [-0.004, 0.172, 0.010], [0.077, 0.079, -0.145], [-0.087, -0.025, -0.040], [0.021, 0.149, 0.051], [0.101, -0.002, 0.089], [0.101, 0.047, -0.082], [-0.085, 0.009, 0.023], [0.015, -0.130, 0.009], [0.026, -0.044, 0.031], [0.056, 0.007, 0.018]],
  "mulliken_charge": [-0.991, -0.415, 1.075, -0.553, -0.645, -1.062, -0.002, -0.678, 0.130, -1.128, 0.465, -0.920, -0.348, -0.729, -1.044, 0.202, 0.651, -0.462, -0.048, -0.456, -1.067, 0.181, 0.569, -1.555, -1.435, -1.342, 1.023, 0.385, 0.373, 0.231, 0.425, 0.474, 0.453, 0.396, -0.598, 0.481, 0.343, 0.463, 0.446, -0.003, 0.381, 0.361, 0.394, 0.475, 0.598, 0.238, 0.168, 0.438, 0.429, 0.402, 0.257, 0.314, 0.461, 0.377, 0.259, 0.319, 0.490, 0.435, 0.433, -0.661, 0.146],
  "homo_energy_ev": -8.0423,
  "charge": 0,
  "smiles": "COc1ccc(C(=O)N2CCCCCC2)cc1OC1CCN(C(C)C)CC1",
  "spin_multiplicity": 1,
  "e_above_lowest_ev": 2.0069
}



No. 2
{
  "formula": "C22H34N3O",
  "method": "ωB97M-V/def2-TZVPD",
  "species": ["O", "C", "C", "N", "C", "C", "C", "C", "C", "C", "C", "C", "N", "C", "C", "C", "C", "C", "C", "N", "C", "C", "C", "C", "C", "C", "H", "H", "H", "H", "H", "H", "H", "H", "H", "H", "H", "H", "H", "H", "H", "H", "H", "H", "H", "H", "H", "H", "H", "H", "H", "H", "H", "H", "H", "H", "H", "H", "H", "H"],
  "positions_angstrom": [[0.219, 0.488, -1.615], [-0.559, -0.464, -1.567], [-1.900, -0.439, -2.274], [-2.641, -1.667, -2.029], [-3.903, -1.522, -1.304], [-3.696, -1.341, 0.205], [-3.147, -0.004, 0.648], [-3.603, 1.154, 0.188], [-3.062, 2.493, 0.583], [-1.707, 2.359, 1.268], [-1.804, 1.285, 2.345], [-2.075, -0.074, 1.704], [-0.345, -1.619, -0.924], [0.691, -2.164, -0.160], [0.488, -3.496, 0.228], [1.411, -4.185, 0.981], [2.582, -3.557, 1.376], [2.797, -2.245, 1.012], [1.871, -1.536, 0.251], [2.186, -0.144, -0.061], [2.008, 0.693, 1.155], [2.528, 2.123, 1.024], [2.283, 2.783, -0.335], [3.405, 2.497, -1.332], [3.434, 1.059, -1.843], [3.502, 0.008, -0.738], [-2.441, 0.441, -1.909], [-1.698, -0.273, -3.337], [-2.810, -2.159, -2.898], [-4.463, -2.446, -1.458], [-4.505, -0.696, -1.702], [-3.038, -2.136, 0.563], [-4.669, -1.489, 0.682], [-4.423, 1.179, -0.516], [-2.980, 3.130, -0.302], [-3.774, 2.978, 1.258], [-1.409, 3.313, 1.704], [-0.955, 2.077, 0.526], [-0.891, 1.242, 2.943], [-2.626, 1.535, 3.017], [-2.386, -0.788, 2.472], [-1.155, -0.472, 1.261], [-1.175, -2.222, -1.064], [-0.422, -3.986, -0.084], [1.221, -5.210, 1.258], [3.318, -4.083, 1.963], [3.707, -1.753, 1.320], [1.445, 0.209, -0.765], [2.504, 0.202, 1.997], [0.935, 0.712, 1.361], [2.028, 2.700, 1.803], [3.596, 2.160, 1.243], [1.323, 2.477, -0.751], [2.239, 3.861, -0.184], [3.289, 3.157, -2.192], [4.364, 2.738, -0.867], [4.309, 0.933, -2.481], [2.552, 0.874, -2.459], [4.268, 0.267, -0.006], [3.760, -0.957, -1.180]],
  "forces_ev_per_angstrom": [[0.124, 0.397, -0.111], [-0.041, -0.321, 0.157], [-0.038, 0.122, -0.125], [-0.289, -0.058, -0.492], [-0.122, -0.043, 0.403], [-0.249, 0.085, -0.322], [0.109, -0.161, 0.043], [-0.068, 0.100, 0.039], [0.211, 0.053, 0.024], [-0.226, 0.078, 0.209], [0.211, -0.094, -0.175], [-0.053, 0.316, 0.170], [-0.502, -0.218, -0.174], [0.455, 0.054, 0.209], [0.116, 0.091, 0.033], [-0.058, 0.100, -0.052], [0.028, 0.130, -0.026], [-0.076, -0.023, -0.041], [-0.249, -0.510, 0.022], [-0.415, -0.003, -0.218], [0.065, 0.637, 0.663], [-0.135, -0.084, -0.193], [0.251, 0.165, 0.061], [-0.249, -0.093, -0.141], [0.106, 0.227, 0.179], [0.659, 0.022, -0.624], [0.162, -0.140, -0.089], [0.021, -0.072, 0.084], [0.053, 0.089, 0.060], [-0.006, 0.085, -0.041], [0.004, -0.072, -0.009], [-0.032, -0.073, 0.027], [0.037, -0.105, 0.084], [-0.130, -0.127, -0.133], [-0.059, 0.030, 0.027], [0.003, 0.111, -0.028], [0.056, 0.031, -0.038], [0.103, -0.005, -0.071], [-0.036, 0.004, 0.074], [-0.008, 0.018, 0.107], [0.042, -0.092, -0.026], [0.016, -0.099, 0.040], [0.256, 0.161, 0.016], [-0.112, -0.048, -0.054], [-0.037, -0.112, 0.019], [0.090, -0.045, 0.063], [0.123, 0.084, 0.040], [0.116, -0.275, 0.266], [-0.099, -0.093, -0.149], [0.009, -0.134, -0.064], [0.029, -0.064, 0.074], [0.020, 0.002, 0.081], [-0.124, 0.071, -0.015], [-0.082, 0.004, -0.003], [0.073, 0.043, -0.019], [0.058, 0.046, 0.003], [-0.019, -0.109, -0.008], [0.033, -0.071, -0.070], [-0.045, -0.098, 0.076], [-0.084, 0.086, 0.161]],
  "mulliken_charge": [-0.582, 0.563, -0.777, -0.395, -0.872, -1.294, 0.750, -0.309, -1.075, 0.049, -1.289, -0.107, -0.050, 0.838, -0.759, -0.821, -0.981, -0.644, 0.146, 1.355, -0.180, -1.004, -0.236, -0.881, -0.533, -0.616, 0.093, 0.595, 0.218, 0.508, 0.334, 0.269, 0.566, 0.425, 0.422, 0.409, 0.428, -0.272, 0.450, 0.461, 0.540, -0.262, 0.112, 0.465, 0.424, 0.448, 0.461, -0.405, 0.387, -0.029, 0.504, 0.386, 0.036, 0.427, 0.399, 0.318, 0.379, 0.239, 0.383, 0.582],
  "homo_energy_ev": -11.4934,
  "charge": 1,
  "smiles": "O=C(CNCCC1=CCCCC1)Nc1ccccc1[NH+]1CCCCCC1",
  "spin_multiplicity": 1,
  "e_above_lowest_ev": 0.4486
}



No. 3
{
  "formula": "C22H34N3O3OsS2Si",
  "method": "ωB97M-V/def2-TZVPD",
  "species": ["Os", "C", "C", "C", "C", "O", "Si", "S", "O", "C", "C", "C", "C", "O", "C", "C", "C", "C", "H", "H", "H", "H", "H", "H", "H", "H", "H", "H", "H", "H", "H", "H", "H", "H", "H", "H", "H", "H", "H", "H", "H", "H", "H", "H", "H", "N", "C", "C", "C", "C", "C", "C", "N", "C", "C", "C", "S", "C", "N", "H", "H", "H", "H", "H", "H", "H"],
  "positions_angstrom": [[-1.084, 0.335, -1.069], [2.507, 1.661, -1.920], [1.972, 0.251, -2.033], [1.235, -0.002, -3.329], [3.041, -0.783, -1.766], [0.891, 0.067, -0.934], [1.165, -0.138, 0.794], [-0.987, -0.409, 1.052], [2.037, -1.387, 1.176], [1.953, -2.834, 1.461], [1.416, -2.981, 2.873], [1.033, -3.487, 0.442], [3.373, -3.352, 1.341], [1.674, 1.306, 1.207], [2.116, 1.885, 2.504], [1.133, 2.999, 2.809], [2.088, 0.809, 3.576], [3.518, 2.410, 2.272], [3.328, 1.772, -2.629], [2.881, 1.870, -0.921], [1.750, 2.395, -2.193], [1.941, 0.094, -4.155], [0.443, 0.737, -3.496], [0.820, -1.010, -3.362], [3.792, -0.705, -2.554], [2.634, -1.793, -1.788], [3.541, -0.611, -0.813], [0.408, -2.566, 2.954], [2.067, -2.476, 3.587], [1.372, -4.035, 3.145], [0.019, -3.085, 0.523], [0.983, -4.558, 0.631], [1.404, -3.344, -0.573], [4.026, -2.838, 2.045], [3.759, -3.208, 0.332], [3.396, -4.418, 1.568], [0.122, 2.600, 2.916], [1.145, 3.749, 2.017], [1.406, 3.488, 3.743], [1.080, 0.396, 3.697], [2.376, 1.245, 4.532], [2.787, 0.003, 3.349], [3.528, 3.150, 1.472], [4.198, 1.596, 2.016], [3.889, 2.888, 3.179], [-5.136, 1.219, -1.801], [-5.422, -0.058, -1.320], [-6.584, -0.748, -1.173], [-6.457, -2.049, -0.636], [-5.198, -2.618, -0.260], [-4.041, -1.925, -0.409], [-4.149, -0.614, -0.955], [-3.191, 0.299, -1.217], [-3.818, 1.394, -1.734], [-3.012, 2.520, -2.094], [-3.352, 3.788, -2.475], [-1.956, 4.737, -2.640], [-0.986, 3.413, -2.186], [-1.647, 2.311, -1.942], [-5.813, 1.884, -2.152], [-7.550, -0.343, -1.445], [-7.353, -2.642, -0.499], [-5.188, -3.619, 0.151], [-3.078, -2.330, -0.128], [-4.333, 4.203, -2.654], [0.088, 3.492, -2.110]],
  "forces_ev_per_angstrom": [[-0.249, 0.275, 0.539], [-0.010, -0.055, -0.038], [-0.063, 0.038, -0.002], [0.066, -0.025, 0.051], [-0.032, -0.014, 0.010], [0.188, 0.037, 0.050], [0.022, -0.087, -0.225], [-0.146, -0.026, -0.201], [-0.016, 0.104, -0.076], [-0.004, -0.181, 0.028], [0.020, 0.058, -0.017], [0.024, 0.081, 0.021], [0.003, 0.048, 0.022], [-0.009, -0.081, 0.051], [0.050, 0.078, 0.099], [0.001, -0.047, -0.031], [-0.014, 0.014, -0.030], [-0.007, -0.048, -0.035], [0.007, 0.006, 0.010], [-0.004, 0.025, -0.004], [-0.003, 0.023, 0.045], [-0.051, 0.005, -0.044], [0.005, 0.023, -0.030], [0.007, -0.010, -0.008], [-0.003, 0.008, -0.002], [0.004, -0.005, 0.022], [0.017, -0.011, -0.009], [0.003, -0.012, 0.017], [-0.013, -0.001, 0.000], [-0.009, -0.003, -0.007], [-0.005, -0.030, -0.020], [0.003, -0.003, 0.003], [-0.007, 0.005, -0.005], [0.007, -0.013, -0.005], [-0.007, -0.006, -0.001], [0.001, 0.001, 0.000], [-0.003, 0.024, 0.009], [-0.006, -0.003, 0.002], [-0.001, 0.005, -0.003], [0.012, -0.001, 0.003], [-0.010, -0.013, 0.005], [0.003, 0.010, 0.001], [0.000, 0.001, 0.006], [0.010, 0.016, 0.002], [0.000, -0.005, 0.003], [-0.031, -0.202, 0.072], [0.127, 0.143, -0.054], [-0.140, -0.135, 0.036], [-0.133, 0.143, -0.067], [0.034, -0.066, 0.033], [0.067, 0.098, -0.035], [0.053, -0.098, 0.114], [0.148, 0.009, -0.109], [0.051, 0.098, -0.067], [0.020, -0.058, 0.065], [0.050, 0.002, -0.043], [-0.026, 0.007, 0.019], [-0.037, 0.019, -0.058], [0.073, -0.162, -0.100], [-0.004, 0.009, -0.007], [-0.015, -0.044, 0.017], [0.000, 0.008, -0.003], [-0.017, -0.001, -0.006], [-0.002, 0.008, -0.007], [0.006, 0.006, 0.007], [-0.001, 0.010, -0.011]],
  "mulliken_spin": [2.701, -0.003, -0.025, 0.042, 0.000, -0.039, -0.024, 0.343, 0.010, 0.017, 0.006, -0.022, 0.001, 0.000, 0.002, 0.002, 0.003, 0.001, 0.000, 0.001, 0.000, 0.001, -0.006, -0.004, 0.000, -0.001, 0.000, -0.003, 0.000, 0.000, 0.010, 0.002, -0.001, 0.000, 0.000, 0.001, -0.001, -0.001, 0.000, -0.002, 0.000, 0.000, 0.000, 0.000, 0.000, -0.019, 0.064, 0.066, 0.248, 0.105, 0.033, 0.238, 0.041, 0.078, 0.039, 0.071, 0.025, 0.022, -0.041, 0.000, 0.005, -0.003, 0.007, 0.000, 0.001, 0.007],
  "homo_energy_ev": [-17.4369, -17.8852],
  "charge": 3,
  "spin_multiplicity": 5,
  "e_above_lowest_ev": 0.0499
}